DFT (wB97M-V/def2-TZVPD) results for a 2-piece molecular cluster, C14H19N4O8S overall at a distorted geometry.

Summary:
Highest occupied orbital energy: -0.096 Ha
Net charge: -1
E: -1763.95005 hartree

CARTESIAN COORDINATES (ANGSTROEM)
N (1.381, -1.394, 0.855)
C (0.459, -0.415, 0.845)
N (0.746, 0.908, 1.214)
C (1.876, 1.560, 0.587)
C (2.806, 0.968, -0.261)
C (3.842, 1.759, -0.742)
N (4.023, 3.046, -0.501)
C (3.112, 3.579, 0.306)
C (2.052, 2.920, 0.891)
C (-0.448, 1.706, 0.745)
C (-1.556, 0.664, 0.916)
C (-2.851, 1.106, 0.187)
C (-2.820, 2.552, -0.365)
C (-4.187, 2.872, -0.996)
O (-5.118, 2.133, -1.000)
O (-4.249, 4.096, -1.592)
N (-0.864, -0.584, 0.577)
C (-1.218, -1.342, -0.646)
C (-0.604, -2.752, -0.547)
C (0.395, -3.054, -1.637)
O (0.992, -4.052, -1.494)
O (0.591, -2.227, -2.728)
H (1.668, -1.779, -0.031)
H (1.772, -1.745, 1.728)
H (2.723, -0.069, -0.535)
H (4.576, 1.269, -1.379)
H (3.214, 4.641, 0.526)
H (1.371, 3.424, 1.563)
H (-0.688, 2.548, 1.386)
H (-0.204, 1.892, -0.302)
H (-1.768, 0.538, 1.985)
H (-3.651, 1.121, 0.930)
H (-3.165, 0.477, -0.645)
H (-2.660, 3.287, 0.428)
H (-2.097, 2.649, -1.182)
H (-3.340, 4.387, -1.739)
H (-2.300, -1.459, -0.714)
H (-0.851, -0.801, -1.525)
H (-0.166, -2.850, 0.447)
H (-1.381, -3.513, -0.631)
H (0.851, -2.792, -3.466)
O (1.662, -5.369, 3.159)
S (1.546, -5.077, 1.715)
O (0.165, -5.354, 1.236)
O (2.525, -5.876, 0.949)
O (1.837, -3.597, 1.482)

So, what does the Mulliken scheme give us? The charges, in e, come out as: -0.01 -0.18 0.05 0.63 -0.39 -0.42 -0.64 -0.42 -0.26 -1.16 0.21 -1.05 -0.61 0.61 -0.51 -0.51 0.29 -0.61 -0.66 0.28 -0.39 -0.47 0.16 0.25 0.35 0.38 0.33 0.42 0.50 0.54 0.46 0.28 0.36 0.28 0.47 0.36 0.38 0.43 0.21 0.60 0.35 -0.77 1.11 -0.77 -0.76 -0.74